Record 1
99
Properties=species:S:1:pos:R:3 method="wB97M-V/def2-TZVPD" total_charge=+1 e_homo_ev="-10.97 / -10.97" multiplicity=5 s2=6.02 gap_ev="7.86 / 7.75"
Cr 0.018 -0.703 0.079
C -2.325 1.838 -1.551
P -0.777 1.509 -0.618
C 0.393 1.996 -1.967
N 0.480 3.247 -2.335
C 1.274 3.563 -3.381
C 1.409 4.906 -3.793
C 2.211 5.204 -4.858
C 2.902 4.188 -5.555
C 2.779 2.879 -5.187
C 1.962 2.541 -4.087
N 1.818 1.247 -3.726
C 1.071 0.963 -2.691
P 0.756 -0.793 -2.206
C -0.628 -1.171 -3.350
C 2.145 -1.927 -2.765
C 2.523 -1.793 -4.241
C 1.666 -3.357 -2.490
C 3.364 -1.619 -1.887
C -0.834 2.854 0.695
C -1.838 2.316 1.725
C -1.280 4.233 0.214
C 0.564 2.937 1.302
H -2.254 2.831 -1.989
H -3.180 1.779 -0.881
H -2.452 1.103 -2.343
H 0.866 5.672 -3.257
H 2.322 6.232 -5.178
H 3.533 4.455 -6.392
H 3.291 2.085 -5.714
H -0.337 -0.941 -4.375
H -1.497 -0.576 -3.077
H -0.899 -2.223 -3.269
H 1.689 -2.020 -4.906
H 3.317 -2.515 -4.449
H 2.897 -0.804 -4.467
H 0.781 -3.615 -3.074
H 1.455 -3.504 -1.431
H 2.457 -4.052 -2.776
H 3.756 -0.618 -2.084
H 4.156 -2.337 -2.113
H 3.112 -1.724 -0.830
H -2.861 2.357 1.343
H -1.800 2.913 2.638
H -1.617 1.274 1.982
H -2.310 4.226 -0.145
H -0.635 4.598 -0.575
H -1.229 4.929 1.056
H 0.925 1.952 1.595
H 0.558 3.573 2.191
H 1.278 3.347 0.590
O 1.928 -4.021 1.433
C 1.047 -3.192 1.337
O 0.972 -2.306 0.387
C -0.052 -3.117 2.373
C -0.936 -2.046 2.379
C -1.883 -1.917 3.370
C -1.952 -2.887 4.357
C -1.081 -3.967 4.374
C -0.126 -4.074 3.379
N -2.961 -2.748 5.407
O -2.936 -3.540 6.323
O -3.761 -1.834 5.298
H -0.866 -1.280 1.599
H -2.554 -1.073 3.425
H -1.157 -4.696 5.167
H 0.587 -4.887 3.368
N 3.919 -2.151 4.407
C 2.871 -1.328 4.179
C 2.456 -1.006 2.869
N 1.434 -0.206 2.636
C 0.826 0.335 3.700
C 1.236 0.024 4.983
N 2.237 -0.811 5.231
H 4.274 -2.740 3.675
H 4.091 -2.423 5.360
H 2.963 -1.456 2.021
H 0.011 1.021 3.516
H 0.732 0.444 5.847
O -2.382 -0.903 -0.230
S -3.617 -1.782 -0.222
C -4.897 -0.962 -1.248
C -5.664 -0.013 -0.342
C -5.879 -0.794 0.950
C -4.516 -1.362 1.326
H -5.539 -1.778 -1.586
H -4.422 -0.499 -2.111
H -6.605 0.297 -0.797
H -5.076 0.886 -0.144
H -6.591 -1.604 0.777
H -6.271 -0.170 1.752
H -4.571 -2.254 1.946
H -3.889 -0.615 1.810
N 4.568 1.161 -0.311
N 3.215 1.164 0.136
H 5.072 0.331 -0.020
H 5.029 1.962 0.094
H 3.085 0.653 1.001
H 2.661 0.710 -0.580

Record 2
89
Properties=species:S:1:pos:R:3 method="wB97M-V/def2-TZVPD" e_homo_ev=-6.94 gap_ev=7.57
Zn -0.263 0.073 -0.075
C -0.394 0.163 5.050
C -0.294 -0.322 3.607
C 0.702 -1.476 3.475
P 0.062 0.939 2.299
C -0.586 2.583 2.872
C 0.136 3.321 4.000
C -0.653 3.509 1.647
C 1.861 1.109 2.164
C 2.663 1.551 3.226
C 4.005 1.836 3.070
C 4.553 1.719 1.791
C 3.801 1.243 0.738
C 2.455 0.836 0.904
N 1.721 0.266 -0.128
C 2.354 -0.350 -1.218
C 3.532 -1.106 -1.083
C 4.170 -1.656 -2.177
C 3.655 -1.479 -3.459
C 2.461 -0.796 -3.605
C 1.771 -0.264 -2.509
P 0.135 0.542 -2.564
C 0.486 2.266 -3.135
C 1.386 2.972 -2.113
C 1.083 2.340 -4.538
C -0.979 -0.134 -3.900
C -2.211 -0.755 -3.225
C -0.409 -1.105 -4.931
H -0.740 -0.663 5.677
H -1.102 0.985 5.168
H 0.578 0.481 5.438
H -1.278 -0.693 3.310
H 1.694 -1.170 3.815
H 0.798 -1.818 2.440
H 0.376 -2.325 4.081
H -1.604 2.349 3.195
H 1.133 3.629 3.684
H 0.228 2.738 4.918
H -0.427 4.228 4.240
H 0.356 3.693 1.260
H -1.080 4.475 1.928
H -1.255 3.089 0.844
H 2.212 1.678 4.203
H 4.604 2.166 3.909
H 5.584 2.004 1.616
H 4.253 1.157 -0.240
H 3.943 -1.250 -0.092
H 5.078 -2.232 -2.032
H 4.169 -1.874 -4.325
H 2.055 -0.678 -4.597
H -0.492 2.754 -3.130
H 2.378 2.513 -2.097
H 0.980 2.916 -1.100
H 1.506 4.025 -2.377
H 2.058 1.844 -4.566
H 1.237 3.386 -4.820
H 0.440 1.884 -5.294
H -1.303 0.769 -4.421
H -1.933 -1.643 -2.653
H -2.946 -1.052 -3.981
H -2.693 -0.062 -2.530
H 0.084 -1.954 -4.454
H 0.297 -0.631 -5.612
H -1.232 -1.497 -5.533
C -1.601 -3.662 1.968
Si -1.259 -2.953 0.267
C 0.571 -3.065 -0.094
C -2.137 -4.058 -0.973
N -1.682 -1.281 0.124
C -2.985 -0.829 0.245
C -4.075 -1.616 0.691
C -5.367 -1.119 0.800
C -5.662 0.197 0.467
C -4.629 1.006 0.007
C -3.364 0.482 -0.087
F -2.394 1.299 -0.606
H -0.970 -4.544 2.145
H -2.647 -3.978 2.073
H -1.392 -2.931 2.757
H 0.909 -4.108 -0.009
H 1.183 -2.463 0.592
H 0.792 -2.728 -1.116
H -2.292 -5.057 -0.546
H -1.537 -4.175 -1.882
H -3.116 -3.663 -1.268
H -3.883 -2.647 0.975
H -6.155 -1.774 1.155
H -6.669 0.584 0.550
H -4.794 2.037 -0.288

Record 3
111
Properties=species:S:1:pos:R:3 method="wB97M-V/def2-TZVPD" e_homo_ev=-9.39 gap_ev=9.47
N 10.227 11.525 9.726
C 10.476 12.879 9.854
C 10.522 13.743 8.811
C 10.210 13.303 7.519
C 10.048 11.926 7.369
C 10.046 11.078 8.508
H 10.667 13.238 10.845
H 10.727 14.806 9.015
H 10.285 13.950 6.697
H 9.724 11.428 6.424
H 9.844 9.979 8.406
N 13.916 15.286 14.161
C 15.058 15.033 13.451
C 16.234 14.590 14.044
C 16.239 14.228 15.351
C 15.061 14.362 16.078
C 13.966 14.909 15.454
H 14.922 15.171 12.382
H 17.197 14.427 13.506
H 17.172 13.911 15.810
H 15.098 14.045 17.114
H 13.111 15.145 16.092
N 8.225 8.502 17.507
C 9.339 7.840 17.347
C 9.617 7.131 16.199
C 8.744 7.090 15.168
C 7.576 7.805 15.301
C 7.349 8.495 16.473
H 10.050 7.974 18.141
H 10.522 6.521 16.074
H 8.952 6.592 14.233
H 6.737 7.812 14.590
H 6.353 8.804 16.652
N 11.653 12.025 19.469
C 11.790 13.279 19.033
C 10.775 14.194 19.012
C 9.487 13.768 19.356
C 9.295 12.434 19.691
C 10.403 11.655 19.798
H 12.769 13.537 18.782
H 10.938 15.246 18.803
H 8.690 14.481 19.303
H 8.354 11.807 19.937
H 10.342 10.671 20.211
N 12.942 10.680 14.164
C 11.934 10.030 14.830
C 10.737 10.689 15.160
C 10.597 12.002 14.706
C 11.584 12.619 14.012
C 12.768 11.906 13.755
H 12.128 9.002 15.084
H 9.882 10.267 15.671
H 9.616 12.511 14.942
H 11.516 13.665 13.709
H 13.630 12.388 13.210
C 11.963 17.428 12.419
N 11.505 16.482 11.422
O 10.304 16.260 11.376
O 12.289 15.966 10.696
H 12.574 18.199 11.885
H 12.601 16.845 13.141
H 11.147 17.881 12.984
C 13.775 9.638 18.998
N 14.740 10.426 18.196
O 14.281 11.402 17.609
O 15.859 10.011 18.015
H 13.237 10.261 19.673
H 14.370 8.870 19.583
H 13.191 9.035 18.288
C 10.888 8.791 11.748
N 11.880 7.865 12.348
O 11.415 6.907 13.034
O 13.055 8.062 12.127
H 10.321 8.240 10.969
H 11.347 9.634 11.214
H 10.214 9.007 12.571
C 16.008 10.630 14.597
N 17.198 9.947 13.943
O 17.990 10.678 13.445
O 17.155 8.738 13.821
H 15.490 11.001 13.725
H 16.354 11.373 15.305
H 15.450 9.884 15.226
C 7.183 11.577 11.767
N 7.600 10.244 12.385
O 7.132 9.243 11.901
O 8.396 10.291 13.292
H 8.072 12.220 11.765
H 6.369 11.953 12.441
H 6.820 11.307 10.737
C 15.305 12.372 9.391
N 15.646 13.326 10.453
O 15.338 14.485 10.330
O 16.188 12.867 11.428
H 14.300 11.975 9.654
H 15.997 11.539 9.443
H 15.221 12.993 8.487
C 16.552 8.398 10.958
N 16.037 8.461 9.516
O 16.203 7.463 8.839
O 15.549 9.529 9.143
H 17.208 9.208 11.147
H 16.975 7.392 10.992
H 15.723 8.563 11.560
C 14.944 6.730 14.979
N 14.721 7.096 16.362
O 15.636 7.032 17.175
O 13.632 7.467 16.660
H 13.987 6.850 14.467
H 15.286 5.727 14.993
H 15.804 7.345 14.666

Record 4
98
Properties=species:S:1:pos:R:3 method="wB97M-V/def2-TZVPD" total_charge=+2 e_above_lowest_kcal_mol=0.0 e_homo_ev="-13.36 / -13.35" multiplicity=2 s2=0.75 gap_ev="8.29 / 5.12"
Ir -0.053 0.250 -0.041
C 2.241 -3.861 -0.085
C 1.415 -3.225 1.041
C 1.471 -4.078 2.306
C 0.007 -3.051 0.553
C -0.906 -4.092 0.350
C -1.973 -3.512 -0.300
N -1.712 -2.208 -0.449
N -0.511 -1.905 0.094
B -2.473 -1.172 -1.274
N -1.534 -0.599 -2.355
C -1.685 -0.695 -3.677
C -0.622 -0.069 -4.278
C 0.178 0.418 -3.240
N -0.390 0.078 -2.066
C 1.493 1.081 -3.589
C 2.534 -0.009 -3.868
C 2.071 2.171 -2.699
N -2.927 -0.019 -0.382
C -4.176 0.394 -0.182
C -4.145 1.411 0.735
C -2.801 1.589 1.093
N -2.059 0.693 0.387
C -2.465 2.712 2.074
C -3.510 2.747 3.202
C -1.108 2.811 2.759
H 3.287 -3.972 0.207
H 1.856 -4.854 -0.320
H 2.188 -3.269 -1.002
H 1.836 -2.246 1.275
H 1.143 -5.098 2.105
H 2.494 -4.133 2.680
H 0.837 -3.675 3.101
H -0.784 -5.129 0.608
H -2.885 -3.935 -0.687
H -3.417 -1.681 -1.799
H -2.539 -1.206 -4.089
H -0.433 0.041 -5.332
H 1.272 1.578 -4.537
H 2.740 -0.576 -2.958
H 2.193 -0.713 -4.625
H 3.468 0.439 -4.211
H 2.509 1.776 -1.779
H 2.876 2.660 -3.252
H 1.324 2.918 -2.445
H -4.993 -0.069 -0.710
H -4.988 1.973 1.088
H -2.588 3.625 1.480
H -3.412 1.858 3.831
H -3.334 3.621 3.829
H -4.538 2.796 2.858
H -0.989 2.019 3.492
H -0.279 2.780 2.067
H -1.078 3.762 3.292
Cl 4.673 -2.013 -1.728
C 4.384 -0.906 -0.403
Cl 4.837 -1.616 1.148
Cl 5.305 0.603 -0.644
C 2.956 -0.557 -0.347
N 1.844 -0.292 -0.306
C -2.031 -1.565 3.345
C -0.899 -0.952 4.148
S 0.567 -0.673 3.131
O 0.101 0.308 2.057
C 1.545 0.329 4.286
C 2.832 -0.389 4.663
H -2.923 -1.602 3.969
H -1.797 -2.578 3.019
H -2.255 -0.956 2.470
H -0.558 -1.608 4.954
H -1.176 0.011 4.580
H 0.929 0.558 5.155
H 1.722 1.265 3.751
H 2.632 -1.297 5.230
H 3.445 0.259 5.288
H 3.410 -0.663 3.779
C 4.092 3.744 2.420
N 3.363 3.504 1.200
C 3.952 3.935 -0.047
C 2.140 2.706 1.257
C 1.039 3.176 0.330
C 0.895 4.563 0.195
C -0.074 5.111 -0.620
C -0.926 4.247 -1.296
C -0.823 2.882 -1.104
C 0.146 2.284 -0.277
H 4.745 4.606 2.307
H 4.711 2.861 2.632
H 3.400 3.884 3.247
H 4.486 4.870 0.108
H 3.190 4.040 -0.809
H 4.672 3.172 -0.367
H 1.828 2.708 2.306
H 2.435 1.682 1.005
H 1.554 5.226 0.748
H -0.173 6.183 -0.718
H -1.691 4.638 -1.955
H -1.532 2.252 -1.626

Record 5
88
Properties=species:S:1:pos:R:3 method="wB97M-V/def2-TZVPD" total_charge=-1 e_homo_ev=-4.48 gap_ev=7.08
C -4.348 2.472 0.803
C -4.548 1.299 0.504
C -4.451 -0.244 0.229
C -2.920 -0.714 -0.060
C -1.880 0.015 0.917
C -0.496 -0.788 0.801
O -0.465 -1.424 -0.507
B 0.469 -0.490 -1.212
C 0.858 -0.829 -2.759
C -0.081 -0.157 -3.859
C -0.336 1.396 -3.673
C -1.270 1.984 -4.861
C -2.070 3.225 -4.220
N -3.204 2.672 -3.423
O 1.576 -0.431 -0.203
C 0.914 -0.001 1.002
C 0.914 1.576 1.187
C 2.278 2.269 0.723
C 2.036 3.797 0.245
C 2.247 4.782 1.441
C 2.559 5.562 2.339
C 1.457 -0.558 2.391
C 0.404 -0.424 3.597
C 1.039 0.301 4.882
C -0.073 0.755 5.942
N -0.528 2.161 5.781
H -4.008 3.529 0.966
H -5.006 -0.467 -0.742
H -4.835 -0.877 1.079
H -2.740 -0.440 -1.149
H -2.931 -1.840 0.100
H -2.261 -0.015 1.991
H -1.795 1.106 0.638
H -0.693 -1.703 1.465
H -0.115 0.555 -1.088
H 0.722 -1.964 -2.879
H 1.950 -0.632 -3.021
H -1.070 -0.698 -3.993
H 0.463 -0.273 -4.863
H -0.906 1.639 -2.717
H 0.641 1.960 -3.734
H -0.576 2.315 -5.700
H -2.007 1.186 -5.191
H -2.423 3.967 -5.004
H -1.353 3.734 -3.490
H -3.922 3.384 -3.244
H -3.624 1.871 -3.915
H 0.096 2.076 0.566
H 0.733 1.917 2.255
H 3.050 2.332 1.554
H 2.771 1.756 -0.151
H 1.051 3.937 -0.285
H 2.862 3.994 -0.518
H 2.477 6.208 3.254
H 2.399 0.012 2.706
H 1.722 -1.664 2.290
H -0.495 0.216 3.315
H 0.021 -1.457 3.894
H 1.725 -0.417 5.450
H 1.610 1.248 4.592
H -0.998 0.095 5.927
H 0.384 0.675 6.982
H 0.166 2.743 5.306
H -1.450 2.227 5.347
C 4.040 -2.921 4.923
C 5.007 -1.942 5.121
C 6.085 -2.188 5.963
C 6.202 -3.419 6.601
C 5.238 -4.399 6.400
C 4.154 -4.149 5.565
H 3.198 -2.727 4.269
H 4.919 -0.985 4.618
H 6.836 -1.422 6.122
H 7.046 -3.613 7.254
H 5.330 -5.360 6.896
H 3.399 -4.912 5.413
C -2.551 -3.465 -8.237
C -3.121 -2.202 -8.343
C -3.339 -1.439 -7.201
C -2.977 -1.935 -5.954
C -2.403 -3.197 -5.848
C -2.193 -3.964 -6.989
H -2.384 -4.062 -9.127
H -3.398 -1.812 -9.317
H -3.790 -0.456 -7.284
H -3.142 -1.338 -5.064
H -2.119 -3.582 -4.875
H -1.750 -4.950 -6.905

Number 1: DFT total energy -115002.1341 eV, maximum force 1.38 eV Å⁻¹. Number 2: DFT total energy -115590.8628 eV, maximum force 0.58 eV Å⁻¹. Number 3: DFT total energy -87122.7800 eV, maximum force 2.98 eV Å⁻¹. Number 4: DFT total energy -100906.2063 eV, maximum force 0.70 eV Å⁻¹. Number 5: DFT total energy -42779.0822 eV, maximum force 2.51 eV Å⁻¹.